The following is a DFT calculation (wB97M-V/def2-TZVPD) of 4 unconnected molecules or ions with the total composition C36H45F3IN5OP at a distorted geometry.

Each line ends with the Löwdin charge.
Positions of all 92 atoms, in Å:
C 4.213 -1.973 -0.854  -0.12
O 3.344 -0.945 -1.484  -0.27
C 3.289 0.283 -0.674  -0.23
C 1.750 0.890 -0.529  -0.17
C 0.813 -0.194 0.267  -0.19
C -0.439 0.466 1.110  -0.16
C -1.918 0.194 0.379  -0.14
N -1.822 0.274 -1.114  0.01
C -1.680 1.366 -2.128  -0.19
N -1.633 2.704 -1.857  -0.25
C -1.470 3.623 -3.087  -0.24
C -2.883 4.185 -3.688  -0.69
C -4.160 3.165 -3.570  -0.18
I -3.342 6.241 -2.946  0.75
P -1.688 3.522 -0.290  0.89
C -0.238 4.710 0.027  -0.27
C -3.390 4.256 0.146  -0.33
N -1.637 0.707 -3.523  0.08
C -1.760 -0.794 -3.403  0.09
N -1.835 -0.913 -1.881  -0.08
C -1.914 -2.361 -1.452  -0.14
C -0.710 -3.488 -1.663  0.03
C -1.040 -5.007 -1.144  -0.07
N -2.286 -5.504 -0.467  0.00
C -3.358 -4.466 -0.295  -0.09
C -3.324 -2.892 -0.751  0.01
H 4.463 -2.868 -1.583  0.10
H 5.205 -1.541 -0.397  0.10
H 3.573 -2.455 0.030  0.10
H 3.892 1.111 -1.285  0.14
H 3.804 0.120 0.370  0.13
H 1.856 1.839 0.182  0.12
H 1.333 1.214 -1.573  0.11
H 1.508 -0.719 1.081  0.13
H 0.448 -1.069 -0.441  0.10
H -0.489 -0.119 2.140  0.11
H -0.292 1.601 1.386  0.09
H -2.304 -0.814 0.825  0.11
H -2.703 1.022 0.731  0.12
H -0.741 3.154 -3.900  0.14
H -0.882 4.580 -2.679  0.08
H -2.702 4.347 -4.858  0.10
H -5.168 3.578 -4.012  0.09
H -3.887 2.215 -4.240  0.09
H -4.281 2.722 -2.468  0.07
H -0.334 5.270 1.077  0.06
H 0.836 4.240 -0.126  0.07
H -0.318 5.583 -0.781  0.05
H -3.451 5.435 0.122  0.02
H -4.261 3.750 -0.494  0.05
H -3.620 3.927 1.271  0.06
H -1.788 -1.622 -4.229  0.17
H 0.288 -3.154 -2.183  0.10
H -0.182 -5.816 -1.332  0.12
H -4.373 -4.833 0.215  0.12
H -4.250 -2.171 -0.573  0.11
F 2.820 -6.446 -0.377  0.06
C 3.074 -6.800 -1.644  -0.30
C 2.903 -5.868 -2.662  -0.04
C 3.172 -6.235 -3.981  -0.08
C 3.599 -7.534 -4.268  -0.09
C 3.763 -8.463 -3.239  -0.07
C 3.505 -8.093 -1.920  -0.01
H 2.562 -4.867 -2.421  0.10
H 3.048 -5.512 -4.783  0.11
H 3.805 -7.821 -5.297  0.10
H 4.092 -9.474 -3.466  0.11
H 3.636 -8.800 -1.107  0.12
F -1.679 -0.294 4.490  0.05
C -1.575 -1.625 4.600  -0.30
C -0.658 -2.168 5.494  -0.01
C -0.553 -3.554 5.612  -0.07
C -1.358 -4.382 4.826  -0.09
C -2.271 -3.827 3.928  -0.08
C -2.384 -2.442 3.818  -0.03
H -0.036 -1.510 6.090  0.12
H 0.155 -3.989 6.313  0.11
H -1.272 -5.463 4.915  0.11
H -2.894 -4.474 3.314  0.10
H -3.095 -1.994 3.132  0.10
F -0.235 5.819 3.155  0.04
C 0.939 6.449 3.294  -0.30
C 1.118 7.700 2.715  -0.02
C 2.338 8.358 2.864  -0.08
C 3.372 7.752 3.583  -0.09
C 3.184 6.494 4.157  -0.08
C 1.960 5.841 4.017  -0.02
H 0.307 8.151 2.153  0.12
H 2.485 9.340 2.421  0.11
H 4.325 8.264 3.695  0.11
H 3.991 6.022 4.712  0.11
H 1.794 4.866 4.464  0.12

The HOMO-LUMO gap is 7.0 eV. Its LUMO energy is -3.6 eV. For the max |F|, the calculation gives 9.646 eV/A. The charge is +1.

***

The following is a DFT calculation (wB97M-V/def2-TZVPD) of a molecular structure, C36H45N7O6PS3.

Each line ends with the Löwdin charge.
Positions of all 98 atoms, in Å:
C 1.729 4.266 -4.721  -0.12
C 1.204 2.844 -4.514  -0.27
C 2.327 1.832 -4.293  -0.22
C 3.147 2.109 -3.017  -0.21
C 3.472 0.834 -2.225  -0.22
C 4.733 0.954 -1.352  -0.24
S 4.627 0.447 0.362  0.53
O 5.997 0.290 0.795  -0.34
O 3.766 -0.720 0.399  -0.35
N 3.995 1.633 1.250  -0.35
S 2.824 2.553 0.807  0.37
O 3.188 3.684 -0.039  -0.37
O 1.602 1.861 0.440  -0.38
P 2.406 3.492 2.721  0.12
O 3.050 2.526 3.827  -0.23
O 3.413 4.744 2.783  -0.21
S 0.531 3.832 3.000  0.29
H 2.521 4.285 -5.476  0.07
H 0.934 4.944 -5.040  0.06
H 2.152 4.666 -3.796  0.07
H 0.554 2.832 -3.632  0.11
H 0.595 2.549 -5.375  0.10
H 2.990 1.856 -5.166  0.11
H 1.907 0.825 -4.218  0.08
H 4.082 2.621 -3.267  0.11
H 2.592 2.796 -2.374  0.09
H 2.620 0.552 -1.603  0.10
H 3.621 0.011 -2.929  0.09
H 5.153 1.962 -1.366  0.10
H 5.513 0.269 -1.695  0.10
H 2.416 2.474 4.559  0.04
H 3.090 5.437 2.188  0.07
N 2.063 -1.921 -4.252  0.06
C 1.199 -2.468 -3.403  -0.14
C 1.082 -3.832 -3.189  -0.07
C 1.912 -4.680 -3.904  -0.08
C 2.819 -4.126 -4.796  -0.08
C 2.858 -2.745 -4.931  -0.16
H 0.570 -1.774 -2.855  0.10
H 0.357 -4.188 -2.469  0.08
H 1.857 -5.753 -3.765  0.10
H 3.492 -4.748 -5.372  0.09
H 3.562 -2.276 -5.610  0.10
N -0.028 0.328 3.765  0.05
C -0.508 -0.711 4.446  -0.19
C 0.012 -1.993 4.348  -0.09
C 1.087 -2.206 3.494  -0.08
C 1.590 -1.135 2.773  -0.04
C 0.997 0.110 2.940  -0.14
H -1.342 -0.501 5.109  0.10
H -0.409 -2.799 4.934  0.09
H 1.522 -3.192 3.390  0.10
H 2.421 -1.245 2.087  0.08
H 1.356 0.969 2.385  0.04
N -1.442 -3.454 -0.925  0.04
C -2.682 -3.576 -1.396  -0.16
C -3.660 -2.604 -1.252  -0.07
C -3.327 -1.434 -0.586  -0.07
C -2.040 -1.288 -0.095  -0.06
C -1.137 -2.325 -0.285  -0.14
H -2.901 -4.498 -1.925  0.10
H -4.648 -2.747 -1.667  0.07
H -4.057 -0.644 -0.465  0.10
H -1.730 -0.387 0.415  0.10
H -0.117 -2.238 0.075  0.11
N -6.366 -2.193 -3.447  0.05
C -6.206 -1.915 -4.738  -0.14
C -7.002 -2.450 -5.740  -0.07
C -8.019 -3.320 -5.383  -0.08
C -8.197 -3.619 -4.042  -0.08
C -7.347 -3.031 -3.117  -0.16
H -5.399 -1.232 -4.980  0.11
H -6.824 -2.188 -6.774  0.10
H -8.661 -3.759 -6.136  0.10
H -8.976 -4.294 -3.714  0.10
H -7.456 -3.243 -2.058  0.10
N -4.571 3.348 2.149  0.05
C -3.403 2.901 2.609  -0.14
C -3.086 1.554 2.726  -0.06
C -4.039 0.621 2.354  -0.09
C -5.265 1.069 1.885  -0.09
C -5.478 2.436 1.801  -0.17
H -2.667 3.654 2.867  0.08
H -2.107 1.260 3.080  0.07
H -3.826 -0.439 2.422  0.10
H -6.040 0.377 1.581  0.09
H -6.422 2.822 1.431  0.09
N 1.501 1.259 7.652  0.06
C 2.284 1.861 8.544  -0.17
C 3.670 1.860 8.475  -0.08
C 4.280 1.196 7.423  -0.08
C 3.479 0.561 6.488  -0.07
C 2.101 0.623 6.645  -0.15
H 1.775 2.375 9.353  0.10
H 4.253 2.376 9.227  0.09
H 5.358 1.180 7.328  0.11
H 3.906 0.039 5.642  0.11
H 1.446 0.152 5.922  0.08

The HOMO-LUMO gap is 8.2 eV. Its LUMO energy is 2.0 eV. For the max |F|, the calculation gives 0.591 eV/A. The charge is -1.